16
Properties=species:S:1:pos:R:3:forces:R:3 method="wB97M-V/def2-TZVPD" relative_energy_kcal_mol=27.5 spin_multiplicity=2 orbital_gap_ev="2.82 / 12.02" charge=-1 e_homo_ev="1.5 / -7.5"
C -0.8108 -1.2123 -2.1517 1.5 1.2 2.4
C -0.7449 -1.6197 -0.6524 0.3 -2.4 -0.2
H -0.4873 -0.1301 -2.0856 0.6 -1.2 -1.2
H -0.3089 -2.0098 -2.7165 0.4 1.0 -0.3
H -1.7911 -1.1031 -2.4948 -1.8 -0.3 -0.4
H 0.2794 -1.5013 -0.1613 -1.5 0.2 -0.9
H -1.5462 -1.1780 -0.0517 0.4 0.2 0.0
H -0.9353 -2.7395 -0.6536 0.1 1.0 0.4
C 0.8089 0.8394 0.9074 0.4 -0.8 1.6
C 0.7799 2.1028 1.7989 0.4 -5.7 5.0
H 1.3905 1.0416 0.0162 0.1 -0.2 -0.2
H 1.2128 -0.0890 1.4271 0.0 1.2 -0.4
H -0.1663 0.4923 0.6466 -0.8 0.3 -0.5
H 0.7224 2.8589 1.2096 0.0 5.3 -3.5
H 1.7133 2.0864 2.4606 -1.1 0.5 -0.9
H -0.1165 2.1612 2.5013 1.1 -0.3 -0.8



39
Properties=species:S:1:pos:R:3:forces:R:3 method="wB97M-V/def2-TZVPD" relative_energy_kcal_mol=18.5 orbital_gap_ev="8.17 / 8.17" charge=+1 e_homo_ev="-10.6 / -10.6"
Rh 0.2128 0.4195 -0.8036 0.3 0.6 -0.1
O 1.6363 -0.0092 1.2170 0.0 0.0 0.0
C 1.5812 1.2746 1.8273 0.0 0.0 0.0
C 0.2086 1.9027 1.7233 0.0 0.0 0.0
C -0.2039 2.7750 2.7191 0.0 0.0 0.0
C -1.4433 3.3841 2.6301 0.0 0.0 0.0
C -2.2541 3.0860 1.5482 0.0 0.0 0.0
C -1.7809 2.2134 0.5884 0.0 0.0 0.0
N -0.5712 1.6417 0.6609 0.1 -0.1 0.0
H 2.4596 -0.1011 0.7239 0.0 0.0 0.0
H 2.3129 1.9533 1.3805 0.0 0.0 -0.1
H 1.8208 1.1768 2.8886 0.1 0.0 0.0
H 0.4499 2.9663 3.5595 0.0 0.0 0.0
H -1.7746 4.0691 3.3986 0.0 0.0 0.0
H -3.2382 3.5180 1.4402 0.0 0.0 0.0
H -2.3740 1.9526 -0.2761 0.0 0.0 0.0
O -2.4513 -4.9826 1.2026 0.0 0.0 0.0
C -1.9007 -3.8100 0.8641 0.0 0.0 0.0
C -1.4693 -2.8622 1.7913 0.0 0.0 0.0
C -0.9173 -1.6936 1.3213 -0.1 0.1 0.0
N -0.7753 -1.4083 0.0201 0.3 -0.1 0.0
C -1.1897 -2.3319 -0.8445 0.0 0.0 0.0
Br -0.9625 -1.9431 -2.6786 -0.1 0.0 0.0
C -1.7563 -3.5367 -0.4920 0.0 0.0 0.0
H -2.5055 -5.0780 2.1607 0.0 0.0 0.0
H -1.5578 -3.0325 2.8561 0.0 0.0 0.0
H -0.5655 -0.9395 2.0110 0.0 0.0 0.0
H -2.0776 -4.2499 -1.2355 0.0 0.0 0.0
N 3.6575 -1.1072 -3.1322 0.0 0.0 -0.1
C 2.5946 -0.3450 -2.7970 0.0 -0.1 0.3
N 2.1922 0.6041 -3.6566 -0.1 0.1 0.0
O 2.0298 -0.5275 -1.6985 -0.3 -0.3 -0.1
H 4.0485 -1.0867 -4.0570 0.0 0.0 0.0
H 3.8419 -1.9124 -2.5606 0.0 0.0 0.0
H 2.7439 0.8495 -4.4595 0.0 0.0 0.0
H 1.5524 1.2843 -3.2660 0.0 0.0 -0.1
C -0.2894 1.6905 -1.9802 -0.6 0.2 0.3
H -0.7860 1.4789 -2.9361 0.7 -0.1 -0.3
H -0.4988 2.7169 -1.6587 -0.2 -0.1 0.0



110
Properties=species:S:1:pos:R:3:forces:R:3 method="wB97M-V/def2-TZVPD" relative_energy_kcal_mol=97.4 spin_multiplicity=2 orbital_gap_ev="4.73 / 5.29" charge=+2 e_homo_ev="-11.9 / -11.9"
Ru -0.6832 -0.2694 0.3537 0.9 2.0 0.1
C 1.6619 -4.1713 -1.2125 0.0 -0.5 0.6
O 1.6814 -3.0991 -2.1580 -0.1 0.8 -0.8
C 1.0398 -2.0851 -1.5932 -0.3 -0.7 1.0
N 0.4956 -2.2860 -0.4449 0.1 1.2 0.0
C 0.6627 -3.6967 -0.1254 -0.1 -0.7 0.0
C 1.1457 -4.0419 1.2587 -0.1 0.1 -0.1
C 1.2370 -5.3867 1.6005 0.0 0.2 0.0
C 1.7205 -5.7504 2.8432 0.0 -0.1 0.0
C 2.1014 -4.7756 3.7517 0.0 0.0 0.1
C 2.0124 -3.4364 3.4125 0.0 0.0 0.1
C 1.5373 -3.0722 2.1634 -0.1 0.1 -0.2
C 0.9207 -0.8019 -2.2775 0.1 0.5 -0.4
C 1.0341 -0.6280 -3.6535 0.2 0.1 0.4
C 0.8075 0.6382 -4.1758 -0.1 0.1 0.2
C 0.5192 1.6944 -3.3193 0.2 -0.1 0.3
C 0.4521 1.4333 -1.9571 0.2 -0.1 -0.7
N 0.6316 0.2088 -1.4514 -1.7 -0.3 0.4
C 0.1914 2.4534 -0.9442 0.0 0.2 0.9
N -0.0456 2.1234 0.2742 -0.4 -1.7 -0.4
C -0.1496 3.3487 1.0500 0.1 0.4 0.5
C -0.0827 4.4472 -0.0474 -0.4 0.4 0.6
O 0.2975 3.7342 -1.2274 0.4 -0.7 -0.8
C -1.3760 3.4558 1.9186 0.0 -0.1 0.0
C -2.2821 2.4153 2.0284 0.2 -0.1 -0.1
C -3.3766 2.5262 2.8706 0.0 -0.1 0.1
C -3.5863 3.6868 3.5949 -0.1 -0.1 0.0
C -2.6960 4.7399 3.4656 0.0 0.2 0.0
C -1.5967 4.6280 2.6341 0.1 -0.2 -0.1
H 2.6694 -4.2903 -0.7981 -0.2 0.1 -0.1
H 1.3645 -5.0859 -1.7222 0.0 0.1 0.0
H -0.3209 -4.1632 -0.2672 0.2 0.0 0.0
H 0.9341 -6.1406 0.8891 0.0 -0.2 -0.1
H 1.8024 -6.7952 3.0998 0.0 -0.1 0.1
H 2.4726 -5.0634 4.7228 0.0 0.0 0.1
H 2.3238 -2.6799 4.1190 0.0 0.1 0.0
H 1.4593 -2.0381 1.8648 0.1 -0.1 0.1
H 1.2891 -1.4650 -4.2853 0.0 -0.1 0.0
H 0.8386 0.7961 -5.2418 0.0 0.0 -0.1
H 0.3432 2.7013 -3.6631 0.0 0.0 -0.1
H 0.7369 3.3849 1.7031 -0.1 0.1 -0.1
H 0.6655 5.2192 0.1338 -0.1 -0.1 0.0
H -1.0653 4.8943 -0.2279 0.2 -0.1 0.0
H -2.1414 1.5242 1.4195 -0.2 0.3 0.2
H -4.0667 1.6989 2.9475 -0.2 0.0 0.0
H -4.4487 3.7703 4.2403 0.0 0.0 0.1
H -2.8560 5.6559 4.0116 0.0 0.1 0.1
H -0.9081 5.4547 2.5379 0.1 0.1 0.0
N -8.7543 2.5420 -0.3931 -0.6 0.0 0.1
C -7.4585 2.3445 -0.7094 0.7 -0.1 0.0
C -6.4519 2.6544 0.2272 -0.1 -0.1 -0.2
C -5.1264 2.4637 -0.0901 0.0 0.1 -0.1
C -4.7819 1.9581 -1.3353 1.0 0.0 -0.1
C -5.7518 1.6337 -2.2713 0.0 0.1 0.0
C -7.0813 1.8188 -1.9625 0.1 0.1 0.2
S -3.0391 1.7978 -1.6917 -0.7 0.4 -0.1
O -2.3687 2.9375 -1.1350 0.1 0.2 0.3
O -2.7758 1.4860 -3.0652 -0.2 0.1 -0.2
N -2.5370 0.4905 -0.7741 1.9 0.0 1.2
C -3.0310 -0.6722 -1.1684 -1.2 -2.2 -0.4
N -2.4308 -1.7660 -0.6379 0.7 1.3 0.3
C -2.8717 -2.9530 -1.0148 -0.4 -0.7 -0.3
C -3.8952 -3.1064 -1.9384 0.3 0.1 0.2
C -4.4834 -1.9287 -2.3906 0.1 -0.3 0.2
N -4.0822 -0.7457 -1.9894 0.3 0.3 -0.1
H -9.0043 2.9814 0.4772 0.0 0.0 -0.2
H -9.4836 2.3750 -1.0652 0.1 0.1 0.1
H -6.7349 3.0650 1.1850 0.0 0.0 0.1
H -4.3455 2.7284 0.6035 0.0 0.1 0.1
H -5.4380 1.2520 -3.2282 -0.1 -0.1 -0.2
H -7.8462 1.5807 -2.6840 -0.1 0.0 -0.1
H -2.4129 -3.8106 -0.5386 0.0 -0.1 -0.1
H -4.2231 -4.0778 -2.2673 0.0 -0.1 0.0
H -5.3223 -1.9305 -3.0723 -0.1 -0.1 -0.1
S 5.5688 0.4818 4.3096 -0.3 -0.1 -0.6
C 6.8991 0.3578 3.2536 -0.2 0.0 -0.2
C 6.5228 0.3045 1.9403 0.5 0.0 0.4
C 5.1359 0.3657 1.7748 -0.6 0.1 0.6
C 4.4488 0.4538 2.9701 1.1 0.1 0.0
C 3.0265 0.4423 3.1784 -0.9 0.0 0.3
C 2.1507 0.3933 2.0659 0.5 0.0 0.1
N 0.8691 0.1532 2.1772 -0.7 -0.9 -1.0
C 0.3187 0.0229 3.3976 0.2 0.0 0.5
C 1.0599 0.2593 4.5818 -0.4 -0.1 -0.8
C 0.3448 0.2994 5.8203 -0.4 0.0 0.2
C -0.9976 0.1055 5.8727 0.5 0.1 0.1
C -1.7418 -0.2487 4.7055 0.2 -0.3 -0.7
C -3.1274 -0.4494 4.6953 -0.1 -0.2 -0.7
C -3.7611 -0.7958 3.5022 0.8 -0.2 0.4
C -2.9355 -1.0807 2.3954 -0.5 -0.1 0.2
N -1.6443 -0.8462 2.3663 0.2 1.2 -1.5
C -1.0481 -0.3662 3.4782 -0.2 0.1 0.5
C -5.1908 -0.8470 3.3227 -0.9 -0.1 -0.4
C -6.1945 -0.7722 4.2575 0.6 -0.1 -0.2
C -7.4805 -0.7651 3.6922 -0.2 0.0 -0.3
C -7.4540 -0.8161 2.3327 0.2 -0.1 -0.1
S -5.8625 -0.8929 1.7039 -0.1 0.1 0.8
C 2.4424 0.4261 4.4470 0.0 0.0 -0.6
H 7.8944 0.3089 3.6510 0.2 0.0 0.1
H 7.2218 0.2080 1.1296 0.1 0.0 -0.1
H 4.6706 0.3438 0.8067 -0.2 -0.1 -0.2
H 2.5248 0.5236 1.0597 0.1 -0.1 0.0
H 0.8975 0.5335 6.7162 0.0 0.0 0.2
H -1.5366 0.2120 6.8027 0.0 0.0 0.1
H -3.6972 -0.3117 5.6016 -0.1 0.1 0.1
H -3.3647 -1.5282 1.5088 0.0 0.2 -0.1
H -6.0195 -0.7390 5.3168 0.1 0.0 0.2
H -8.3870 -0.7225 4.2696 -0.1 0.0 0.0
H -8.2860 -0.8280 1.6570 -0.2 0.0 -0.1
H 3.0620 0.5206 5.3281 0.0 0.0 0.1



12
Properties=species:S:1:pos:R:3:forces:R:3 method="wB97M-V/def2-TZVPD" relative_energy_kcal_mol=41.2 orbital_gap_ev=7.37 charge=-1 e_homo_ev=-3.3
O 1.5779 -0.1930 -0.7148 0.4 0.4 -0.3
C 0.8693 0.0661 0.2571 -0.3 -0.8 0.0
N -0.4013 0.5134 0.2062 0.6 0.5 0.4
C -1.0764 0.7822 1.5945 -0.1 0.3 0.0
O -0.2717 1.1892 2.5353 0.1 -0.2 0.0
H 1.2296 -0.1542 1.2686 -0.2 0.0 0.1
H -0.4973 1.2519 -0.4805 -0.3 -0.3 -0.2
H -1.6142 -0.1837 1.7598 0.1 0.0 0.1
H -1.8656 1.5173 1.3166 -0.2 0.0 -0.2
H 1.3534 -1.2561 -2.4014 -0.1 -0.1 0.1
H -0.0645 -1.6923 -2.4345 -0.1 -0.1 0.0
O 0.7608 -1.8407 -2.9070 0.1 0.1 0.0



12
Properties=species:S:1:pos:R:3:forces:R:3 method="wB97M-V/def2-TZVPD" relative_energy_kcal_mol=103.0 orbital_gap_ev=11.00 charge=0 e_homo_ev=-11.3
C 0.5274 -1.5359 1.4073 1.0 -0.1 1.9
N -0.4516 -0.2641 -1.0615 -1.0 0.8 -0.7
C -0.3587 1.0034 -1.0459 1.6 -0.7 0.6
C -0.7857 1.9476 -2.0209 -1.2 0.6 -1.3
N -1.1507 2.6764 -2.8382 0.3 -0.4 0.6
C 0.6846 1.2061 1.7239 -0.4 -3.6 1.3
N 0.5156 0.0373 1.9754 0.4 -0.6 -2.9
H 0.4476 -1.7618 0.3288 -0.4 1.5 0.7
H -0.1583 -2.2266 1.9623 0.0 1.5 -0.3
H 1.5035 -1.9734 1.6933 -0.2 0.9 0.1
H -1.0682 -0.5341 -1.8298 0.1 -0.3 -0.1
H 0.2945 1.4251 -0.2947 -0.1 0.3 0.2



14
Properties=species:S:1:pos:R:3:forces:R:3 method="wB97M-V/def2-TZVPD" relative_energy_kcal_mol=72.5 orbital_gap_ev=10.32 charge=0 e_homo_ev=-9.5
C -1.6834 1.0684 0.0489 -3.0 1.8 0.2
C 0.3342 0.1208 0.4507 0.4 1.1 -2.9
C -0.4705 -0.9304 -0.3355 -1.7 0.0 -1.7
C 1.7428 0.6113 -0.0781 -1.8 -1.2 -2.1
N -2.0807 0.0676 -0.5854 3.7 -2.6 0.1
O -0.5416 1.2707 0.6762 1.5 -0.4 -0.1
O -0.7334 -2.0992 0.4411 0.4 0.8 -0.8
H -2.4276 1.9267 0.1907 1.2 -1.0 -0.1
H 0.5624 -0.2378 1.3590 0.3 -1.6 3.5
H -0.0697 -1.2013 -1.4104 -0.9 0.7 2.2
H 1.6224 0.9767 -1.1336 0.4 -0.8 0.6
H 2.5543 -0.1444 0.0547 -0.9 0.5 -0.3
H 1.9890 1.4988 0.4062 0.5 1.3 1.4
H -0.7984 -2.9277 -0.0844 0.0 1.2 0.1